[1]
{"formula": "C6H16N2", "method": "the ωB97M-V functional and the def2-TZVPD basis", "largest_force_ha_per_bohr": 0.0354, "homo_energy_ev": -6.95, "homo_lumo_gap_ev": 7.94, "elements": ["C", "C", "C", "N", "H", "H", "H", "H", "H", "H", "H", "H", "H", "C", "C", "C", "N", "H", "H", "H", "H", "H", "H", "H"], "xyz": [[-0.63, -0.94, 0.83], [0.18, -2.16, 1.20], [-1.33, -0.92, -0.44], [-1.37, -0.42, 1.96], [0.34, 0.06, 0.52], [-1.93, 0.39, 1.71], [-0.76, -0.18, 2.73], [0.77, -2.49, 0.34], [-0.47, -2.98, 1.51], [0.87, -1.95, 2.02], [-2.33, -0.50, -0.44], [-1.33, -1.88, -0.97], [-0.75, -0.12, -1.15], [2.29, 0.24, -0.43], [-0.68, 2.38, -1.11], [0.30, 1.25, -1.23], [1.03, 0.91, -0.16], [0.70, 1.05, -2.22], [2.60, -0.31, 0.46], [2.24, -0.47, -1.27], [3.06, 0.99, -0.66], [-0.20, 3.34, -1.31], [-1.51, 2.26, -1.80], [-1.09, 2.43, -0.10]]}


[2]
{"formula": "C6H16N2", "method": "the ωB97M-V functional and the def2-TZVPD basis", "largest_force_ha_per_bohr": 0.0757, "homo_energy_ev": -8.20, "smiles": "CC/N=C(/C)CC.N", "homo_lumo_gap_ev": 9.13, "elements": ["C", "C", "C", "C", "N", "H", "H", "H", "H", "H", "H", "H", "H", "H", "C", "C", "N", "H", "H", "H", "H", "H", "H", "H"], "xyz": [[-1.27, -0.75, 0.57], [1.60, 1.48, -0.91], [-2.60, -0.92, -0.14], [0.92, 0.35, -0.20], [-0.34, 0.23, -0.30], [-1.13, 1.60, -0.30], [-0.74, -1.70, 0.59], [-1.38, -0.37, 1.58], [2.09, 2.14, -0.19], [2.37, 1.09, -1.58], [0.89, 2.06, -1.49], [-3.19, -1.70, 0.35], [-3.18, 0.00, -0.12], [-2.44, -1.20, -1.18], [1.82, -0.55, 0.62], [2.12, -1.85, -0.13], [-1.81, 2.48, 0.16], [-1.63, 2.60, 1.16], [-2.82, 2.37, 0.04], [1.34, -0.78, 1.57], [2.76, -0.04, 0.85], [2.74, -2.51, 0.49], [2.67, -1.65, -1.05], [1.20, -2.37, -0.39]]}


[3]
{"formula": "C6H16N2", "method": "the ωB97M-V functional and the def2-TZVPD basis", "largest_force_ha_per_bohr": 0.0548, "homo_energy_ev": -8.31, "smiles": "CC[C@@H](CNC)NC", "homo_lumo_gap_ev": 9.40, "elements": ["C", "N", "C", "C", "C", "C", "N", "C", "H", "H", "H", "H", "H", "H", "H", "H", "H", "H", "H", "H", "H", "H", "H", "H"], "xyz": [[-0.99, -0.72, -2.18], [-0.56, -1.09, -0.86], [-2.54, 1.04, 1.16], [-1.51, -0.03, 1.19], [-0.41, 0.03, 0.09], [1.01, -0.06, 0.70], [2.01, -0.40, -0.28], [3.38, -0.03, 0.16], [-1.98, -0.26, -2.25], [-0.34, -0.04, -2.76], [-1.06, -1.58, -2.86], [0.28, -1.64, -0.87], [-2.89, 1.37, 2.15], [-2.21, 2.02, 0.78], [-3.52, 0.88, 0.71], [-0.90, 0.15, 2.10], [-1.98, -1.01, 1.20], [-0.64, 0.93, -0.49], [0.86, -0.78, 1.51], [1.21, 0.90, 1.22], [1.76, 0.11, -1.12], [3.51, 1.06, 0.14], [4.08, -0.39, -0.60], [3.44, -0.45, 1.16]]}


[4]
{"formula": "C6H16N2", "method": "the ωB97M-V functional and the def2-TZVPD basis", "largest_force_ha_per_bohr": 0.0648, "homo_energy_ev": -8.14, "smiles": "CCN(C)C[C@@H](C)N", "homo_lumo_gap_ev": 9.15, "elements": ["N", "C", "C", "C", "N", "C", "C", "C", "H", "H", "H", "H", "H", "H", "H", "H", "H", "H", "H", "H", "H", "H", "H", "H"], "xyz": [[1.99, -0.19, -0.41], [1.40, -0.53, 0.91], [2.04, -1.85, 1.42], [-0.18, -0.61, 0.83], [-1.00, 0.38, 0.15], [-1.25, 0.08, -1.32], [-2.46, 0.81, -1.79], [-0.55, 1.78, 0.32], [1.42, -0.10, -1.21], [2.55, 0.63, -0.28], [1.69, 0.27, 1.58], [1.79, -2.67, 0.76], [3.10, -1.59, 1.49], [1.58, -2.09, 2.39], [-0.44, -0.47, 1.90], [-0.46, -1.65, 0.65], [-1.36, -1.02, -1.29], [-0.30, 0.20, -1.83], [-3.36, 0.58, -1.19], [-2.84, 0.44, -2.75], [-2.32, 1.87, -1.65], [0.13, 1.74, 1.19], [-0.06, 2.20, -0.56], [-1.40, 2.36, 0.68]]}


[5]
{"formula": "C6H16N2O", "method": "the ωB97M-V functional and the def2-TZVPD basis", "largest_force_ha_per_bohr": 0.1020, "homo_energy_ev": -8.51, "smiles": "C[C@@H](CN)[C@@](C)(N)CO", "homo_lumo_gap_ev": 9.41, "elements": ["C", "C", "C", "C", "C", "C", "N", "N", "O", "H", "H", "H", "H", "H", "H", "H", "H", "H", "H", "H", "H", "H", "H", "H", "H"], "xyz": [[-0.84, 0.04, -0.39], [-0.04, -0.49, 0.75], [-0.17, -0.76, -1.82], [0.68, 0.88, 1.62], [-2.29, -0.41, -0.32], [1.06, -1.52, 0.61], [-0.80, 1.43, -0.74], [1.68, 1.53, 0.78], [1.12, -0.33, -2.10], [1.19, 0.60, -1.85], [-0.73, -0.87, 1.51], [0.13, 1.84, -0.62], [-1.48, 1.98, -0.23], [2.43, 0.89, 0.54], [2.09, 2.34, 1.25], [-0.88, -0.48, -2.61], [-0.19, -1.85, -1.77], [1.08, 0.47, 2.55], [-0.09, 1.61, 1.89], [-2.81, -0.18, -1.25], [-2.80, 0.11, 0.49], [-2.37, -1.48, -0.14], [1.88, -1.17, -0.02], [0.67, -2.47, 0.27], [1.51, -1.71, 1.59]]}


[6]
{"formula": "C6H16N2O", "method": "the ωB97M-V functional and the def2-TZVPD basis", "largest_force_ha_per_bohr": 0.0395, "homo_energy_ev": -8.71, "smiles": "C=CC[C@H](CN)NC.O", "homo_lumo_gap_ev": 9.59, "elements": ["C", "N", "C", "C", "C", "C", "C", "N", "H", "H", "H", "H", "H", "H", "H", "H", "H", "H", "H", "H", "H", "H", "H", "H", "O"], "xyz": [[0.57, 2.11, -0.35], [0.34, 1.04, 0.63], [0.49, -0.35, 0.16], [-0.24, -1.21, 1.23], [-1.74, -1.17, 1.21], [-2.49, -1.51, 0.17], [1.98, -0.81, 0.17], [2.69, -0.31, -1.00], [1.47, 2.66, -0.04], [0.63, 1.80, -1.39], [-0.25, 2.84, -0.36], [0.85, 1.13, 1.48], [0.12, -0.45, -0.86], [0.03, -2.26, 1.04], [0.18, -0.91, 2.19], [-2.21, -0.69, 2.06], [-3.57, -1.41, 0.22], [-2.12, -2.01, -0.71], [1.99, -1.89, 0.04], [2.30, -0.49, 1.17], [2.58, 0.69, -1.08], [3.70, -0.37, -0.91], [-2.13, 0.71, -1.11], [-2.55, 1.89, -2.10], [-2.66, 0.96, -1.86]]}


[7]
{"formula": "C6H16N2O", "method": "the ωB97M-V functional and the def2-TZVPD basis", "largest_force_ha_per_bohr": 0.1243, "homo_energy_ev": -17.58, "smiles": "CC[C@H]([NH3+])[C@H]1O[C@@]1(C)[NH3+]", "homo_lumo_gap_ev": 10.03, "total_charge": 2, "elements": ["C", "C", "C", "C", "C", "C", "N", "N", "O", "H", "H", "H", "H", "H", "H", "H", "H", "H", "H", "H", "H", "H", "H", "H", "H"], "xyz": [[0.02, -0.68, 0.83], [-0.40, -1.51, -0.79], [0.59, -2.34, -1.58], [1.41, 1.45, -0.42], [0.77, 1.68, 0.95], [-0.46, 0.65, 1.05], [-1.15, -0.65, -1.85], [-1.09, 0.86, 2.52], [-1.01, -1.68, 0.37], [0.83, -1.09, 1.30], [0.96, -3.10, -0.89], [1.25, -1.69, -2.19], [0.05, -2.91, -2.35], [1.60, 0.37, -0.61], [2.36, 2.10, -0.55], [0.91, 2.01, -1.26], [1.57, 1.42, 1.77], [0.51, 2.63, 1.19], [-1.28, 0.81, 0.21], [-2.14, -0.80, -1.57], [-1.07, -0.87, -2.80], [-0.93, 0.47, -1.68], [-1.63, 1.68, 2.31], [-0.23, 1.11, 3.04], [-1.45, 0.08, 3.00]]}


[8]
{"formula": "C6H16N2O2", "method": "the ωB97M-V functional and the def2-TZVPD basis", "largest_force_ha_per_bohr": 0.0305, "homo_energy_ev": -8.93, "smiles": "CO[C@@H](N)C(C)(C)N(C)O", "homo_lumo_gap_ev": 9.76, "elements": ["C", "C", "C", "C", "C", "C", "N", "N", "O", "O", "H", "H", "H", "H", "H", "H", "H", "H", "H", "H", "H", "H", "H", "H", "H", "H"], "xyz": [[-0.06, -0.22, -0.49], [0.24, 0.04, 1.03], [2.64, 0.64, 0.95], [-2.40, -1.13, 0.09], [0.51, 0.86, -1.43], [0.51, -1.58, -0.93], [-1.60, -0.26, -0.77], [-0.15, 1.33, 1.55], [1.65, -0.28, 1.36], [-2.15, 1.07, -0.54], [-2.41, 1.32, -1.45], [-0.30, -0.72, 1.61], [-1.08, 1.56, 1.18], [-0.22, 1.27, 2.56], [3.03, 0.37, -0.03], [3.47, 0.57, 1.65], [2.29, 1.68, 0.96], [-3.42, -1.19, -0.30], [-2.47, -0.77, 1.12], [-2.01, -2.15, 0.10], [0.11, 0.74, -2.44], [1.59, 0.79, -1.53], [0.26, 1.87, -1.10], [1.60, -1.57, -0.97], [0.22, -2.39, -0.25], [0.15, -1.85, -1.93]]}


[9]
{"formula": "C6H16N2P", "method": "the ωB97M-V functional and the def2-TZVPD basis", "largest_force_ha_per_bohr": 0.0943, "homo_energy_ev": -12.01, "homo_lumo_gap_ev": 8.02, "total_charge": 1, "elements": ["C", "C", "C", "C", "C", "C", "N", "N", "P", "H", "H", "H", "H", "H", "H", "H", "H", "H", "H", "H", "H", "H", "H", "H", "H"], "xyz": [[1.83, -0.56, 0.28], [-0.42, 1.24, 0.62], [0.42, -1.16, 0.36], [0.41, -2.33, 1.28], [-0.03, -1.52, -1.02], [-1.31, 2.71, -1.15], [-0.37, -0.08, 1.05], [-1.42, 1.32, -0.47], [1.98, 1.11, -0.60], [2.43, -0.53, 1.25], [2.28, -1.28, -0.31], [-0.38, 1.84, 1.51], [1.18, -3.15, 0.94], [-0.56, -2.78, 1.10], [0.75, -2.01, 2.25], [0.14, -0.67, -1.80], [-1.16, -1.82, -1.02], [0.51, -2.38, -1.25], [-2.29, 3.05, -1.42], [-1.06, 3.40, -0.28], [-0.49, 2.63, -1.92], [-0.40, -0.33, 1.96], [-1.16, 0.48, -1.00], [-2.28, 1.23, 0.05], [2.91, 1.60, 0.33]]}


[10]
{"formula": "C6H16N3", "method": "the ωB97M-V functional and the def2-TZVPD basis", "largest_force_ha_per_bohr": 0.1175, "multiplicity": 3, "homo_energy_ev": [-8.40, -13.79], "homo_lumo_gap_ev": [5.90, 6.06], "total_charge": 1, "elements": ["C", "C", "C", "C", "C", "C", "N", "N", "N", "H", "H", "H", "H", "H", "H", "H", "H", "H", "H", "H", "H", "H", "H", "H", "H"], "xyz": [[0.70, 0.39, 0.31], [2.20, 0.23, 0.43], [1.06, -0.19, -2.05], [-0.61, -0.17, 2.35], [-2.09, 1.05, -0.91], [-1.17, -1.17, -0.25], [0.21, 0.43, -1.10], [-0.05, -0.66, 1.10], [-1.13, -0.08, -1.15], [0.38, 1.47, 0.73], [2.89, 1.14, 0.16], [2.56, -0.58, -0.16], [2.47, 0.04, 1.52], [1.69, -1.03, -1.75], [0.52, -0.58, -2.89], [1.77, 0.50, -2.60], [-1.41, -0.71, 2.91], [0.25, 0.20, 2.99], [-1.15, 0.74, 2.23], [-1.67, 1.99, -1.21], [-2.98, 0.87, -1.52], [-2.41, 1.15, 0.11], [-2.17, -1.60, -0.01], [-0.51, -1.95, -0.59], [0.66, -1.49, 1.36]]}


| no. | E_tot (eV) |
| --- | --- |
| 1 | -9458.8809 |
| 2 | -9460.5781 |
| 3 | -9460.4302 |
| 4 | -9460.3602 |
| 5 | -11507.9124 |
| 6 | -11507.7553 |
| 7 | -11488.1652 |
| 8 | -13554.5201 |
| 9 | -18740.5165 |
| 10 | -10936.9076 |